No. 1
Molecular formula: C27H56N8O5
Method: DFT, the ωB97M-V functional and the def2-TZVPD basis

Calculated values
Orbital gap = 9.302 eV
LUMO level = 0.436 eV
SMILES = CN(C)C=O.CN(C)C=O.CN(C)C=O.CN(C)C=O.CN(C)C=O.CCCC#N.CCCC#N.CCCC#N
Electronic energy = -51062.902 eV

```
96
Properties=species:S:1:pos:R:3:mulliken_charge:R:1
C 3.841 0.424 -3.259 0.264
O 3.756 0.086 -2.071 -0.634
N 4.696 -0.075 -4.152 0.120
C 4.589 0.269 -5.541 -0.839
C 5.712 -1.019 -3.852 -0.988
H 3.086 1.105 -3.680 0.227
H 3.829 1.001 -5.814 0.280
H 4.341 -0.605 -6.143 0.318
H 5.611 0.474 -5.861 0.287
H 5.579 -1.974 -4.359 0.308
H 6.681 -0.686 -4.222 0.351
H 5.699 -1.152 -2.770 0.298
C 0.302 1.201 3.807 0.381
O 1.052 0.590 3.039 -0.661
N 0.513 1.422 5.151 0.261
C -0.450 2.269 5.903 -0.943
C 1.726 0.982 5.901 -0.997
H -0.610 1.734 3.497 0.122
H -1.004 1.826 6.730 0.319
H -1.214 2.759 5.299 0.245
H 0.058 3.152 6.292 0.357
H 2.395 0.461 5.216 0.252
H 2.231 1.728 6.515 0.334
H 1.400 0.272 6.660 0.370
C 1.646 -4.330 -1.347 0.329
O 0.630 -3.956 -1.939 -0.618
N 2.859 -4.547 -1.931 0.153
C 3.989 -4.923 -1.152 -1.051
C 3.118 -4.195 -3.329 -0.813
H 1.712 -4.565 -0.273 0.138
H 4.381 -4.013 -0.697 0.381
H 4.781 -5.544 -1.570 0.324
H 3.633 -5.433 -0.257 0.355
H 2.289 -3.739 -3.871 0.296
H 3.944 -3.489 -3.415 0.154
H 3.425 -5.123 -3.810 0.384
C -0.573 -0.707 -1.778 0.040
O -1.680 -0.583 -2.223 -0.632
N -0.200 -0.140 -0.640 0.230
C 1.088 -0.400 0.009 -0.588
C -1.103 0.672 0.212 -0.583
H 0.176 -1.290 -2.335 0.426
H 1.734 -1.072 -0.556 0.206
H 0.825 -0.830 0.975 0.086
H 1.637 0.539 0.077 0.244
H -1.814 1.131 -0.475 -0.119
H -1.633 -0.133 0.722 0.374
H -0.558 1.390 0.824 0.080
C -3.404 -0.107 3.426 0.264
O -3.269 0.696 4.381 -0.664
N -4.020 0.187 2.266 0.245
C -4.225 -0.839 1.207 -1.125
C -4.631 1.444 1.953 -0.872
H -3.006 -1.131 3.506 0.251
H -3.643 -0.537 0.337 0.480
H -5.276 -0.992 0.962 0.381
H -3.815 -1.802 1.511 0.282
H -5.019 2.029 2.787 0.371
H -3.892 1.989 1.365 0.043
H -5.367 1.389 1.152 0.376
C 1.160 -2.360 4.623 -0.528
C 0.860 -3.813 5.145 -0.720
C -0.255 -4.542 4.339 -0.278
C -1.625 -3.992 4.550 0.278
N -2.660 -3.505 4.741 -0.477
H 1.025 -2.205 3.552 -0.025
H 2.203 -2.148 4.857 0.369
H 0.622 -1.581 5.161 0.199
H 0.613 -3.582 6.181 0.346
H 1.767 -4.414 5.209 0.388
H -0.202 -5.571 4.696 0.320
H -0.016 -4.447 3.280 0.105
C -3.701 3.839 -0.714 -1.054
C -2.238 4.461 -0.788 -0.438
C -1.444 4.249 0.520 0.844
C -2.084 4.566 1.832 0.021
N -2.476 4.850 2.893 -0.560
H -4.327 4.137 -1.555 0.418
H -4.235 4.080 0.205 0.385
H -3.659 2.757 -0.842 0.157
H -2.308 5.479 -1.170 0.408
H -1.633 3.966 -1.548 0.102
H -0.505 4.778 0.357 0.591
H -1.226 3.181 0.523 -0.699
C -2.525 2.913 -6.524 -1.302
C -2.429 2.726 -4.965 -0.544
C -1.459 1.749 -4.372 0.478
C -0.106 1.888 -5.042 0.240
N 0.916 1.925 -5.580 -0.482
H -1.634 3.323 -6.998 0.336
H -3.433 3.353 -6.938 0.376
H -2.697 1.887 -6.850 0.318
H -3.392 2.348 -4.620 0.354
H -2.235 3.762 -4.687 0.278
H -1.868 0.751 -4.529 0.306
H -1.351 1.907 -3.299 -0.368
```

=====

No. 2
Molecular formula: C5H7N3
Method: DFT, the ωB97M-V functional and the def2-TZVPD basis

Calculated values
Orbital gap = 7.886 eV
LUMO level = -12.188 eV
SMILES = CC(CC#N)=[N+]=C=[NH2+]
Energy above the lowest of the compared OMol25 structures with the same formula, charge and spin = 163.45 kJ/mol
Charge = +2
Electronic energy = -9745.697 eV

```
15
Properties=species:S:1:pos:R:3:mulliken_charge:R:1
C -2.434 0.447 0.610 0.045
C -0.098 0.354 0.292 0.645
C -0.467 -1.665 -1.077 0.490
C -1.198 1.297 0.399 -0.457
C 1.211 0.812 0.762 -1.204
N -0.366 -0.702 -0.373 0.199
N -3.306 -0.281 0.768 -0.213
N -0.446 -2.743 -1.738 -0.190
H -1.494 1.859 -0.548 0.330
H -0.871 2.193 1.045 0.476
H 1.007 1.542 1.454 0.401
H 1.727 1.332 -0.032 0.414
H 2.017 0.032 1.046 0.405
H 0.441 -3.219 -1.666 0.328
H -1.050 -3.007 -2.484 0.329
```

=====

No. 3
Molecular formula: C3H3N3O
Method: DFT, the ωB97M-V functional and the def2-TZVPD basis

Calculated values
Orbital gap = 9.648 eV
LUMO level = -0.163 eV
SMILES = Oc1cnncn1
Energy above the lowest of the compared OMol25 structures with the same formula, charge and spin = 166.03 kJ/mol
Electronic energy = -9675.733 eV

```
10
Properties=species:S:1:pos:R:3:mulliken_charge:R:1
O 2.006 -0.350 -0.076 -0.486
C 0.734 -0.065 0.152 0.815
C 0.260 1.261 0.051 -0.228
N -1.037 1.482 0.080 -0.337
N -1.830 0.418 -0.120 -0.378
C -1.293 -0.790 -0.036 -0.008
N -0.057 -1.087 0.380 -0.555
H 2.069 -1.306 0.093 0.382
H 0.957 2.086 -0.064 0.412
H -1.809 -1.649 -0.461 0.383
```

=====

No. 4
Molecular formula: C2H4CaO3
Method: DFT, the ωB97M-V functional and the def2-TZVPD basis

Calculated values
Orbital gap = 10.520 eV
LUMO level = -9.857 eV
Energy above the lowest of the compared OMol25 structures with the same formula, charge and spin = 0.00 kJ/mol
Charge = +2
Electronic energy = -26703.729 eV

```
10
Properties=species:S:1:pos:R:3:mulliken_charge:R:1
O 0.672 0.865 -0.303 -0.732
C 0.214 -0.173 0.178 1.218
Ca 0.384 0.321 -2.430 1.656
O -0.553 -0.280 1.191 -0.254
O 0.174 -1.192 -0.682 -0.585
H -0.024 -2.073 -0.327 0.374
C -0.561 0.796 2.163 -0.601
H -0.801 1.727 1.642 0.332
H -1.326 0.512 2.888 0.253
H 0.420 0.883 2.641 0.339
```

=====

electronic energy of number 1 (C27H56N8O5)?
-51062.902 eV

=====

Among the records above, which one has the lowest electronic energy?
C27H56N8O5

=====

Look up the orbital gap of the second one.
7.886 eV

=====

What did the third record say?
Molecular formula: C3H3N3O
Method: DFT, the ωB97M-V functional and the def2-TZVPD basis

Calculated values
Orbital gap = 9.648 eV
LUMO level = -0.163 eV
SMILES = Oc1cnncn1
Energy above the lowest of the compared OMol25 structures with the same formula, charge and spin = 166.03 kJ/mol
Electronic energy = -9675.733 eV

```
10
Properties=species:S:1:pos:R:3:mulliken_charge:R:1
O 2.006 -0.350 -0.076 -0.486
C 0.734 -0.065 0.152 0.815
C 0.260 1.261 0.051 -0.228
N -1.037 1.482 0.080 -0.337
N -1.830 0.418 -0.120 -0.378
C -1.293 -0.790 -0.036 -0.008
N -0.057 -1.087 0.380 -0.555
H 2.069 -1.306 0.093 0.382
H 0.957 2.086 -0.064 0.412
H -1.809 -1.649 -0.461 0.383
```